The following is a DFT calculation (the ωB97M-V functional and the def2-TZVPD basis) of the ion C3H5ClN3 with charge +1.

Each line ends with the Löwdin charge.
Cartesian coordinates (Å):
Cl: 2.7222 -0.6470 1.0191  0.615
C: 1.2740 0.3938 1.3652  -0.389
N: 0.1282 0.0841 0.3742  -0.132
C: -0.0341 -0.9734 -0.4799  0.036
N: -1.1298 -0.5629 -1.2200  0.131
C: -1.5082 0.6984 -0.8462  -0.050
N: -0.7663 1.0677 0.1654  0.135
H: 1.1790 0.1816 2.3620  0.037
H: 1.2656 1.4997 1.0796  0.131
H: 0.6550 -1.8801 -0.5551  0.174
H: -1.4718 -1.0598 -2.0590  0.194
H: -2.3138 1.1980 -1.2053  0.119

Results
SMILES: ClC[n+]1c[nH]cn1
spin multiplicity: 1
Kohn-Sham gap: 0.414 Ha
total charge: +1
energy above the lowest of the compared OMol25 structures with the same formula, charge and spin: 4.7 kcal/mol



The following is a DFT calculation (the ωB97M-V functional and the def2-TZVPD basis) of a structure of composition C3H5ClN4.

Each line ends with the Löwdin charge.
Cartesian coordinates (Å):
C: 1.6054 -0.2254 0.0134  -0.556
C: -0.6117 -0.2342 -0.1078  -0.645
C: -0.1211 1.0152 -0.0839  -0.471
H: 2.6818 -1.8892 -0.3682  0.134
H: 3.1198 -1.1537 1.3332  0.197
H: -1.1192 2.5222 1.1147  0.096
H: -1.7192 2.2279 -0.4897  0.162
H: 1.9673 1.7327 0.3826  0.284
N: 2.8795 -0.8670 0.1105  0.000
N: 0.5459 -0.9890 -0.1122  0.058
N: -0.7164 2.2998 0.1452  0.020
N: 1.2352 1.0246 -0.3889  0.124
Cl: -2.2221 -1.0030 0.0480  0.597

Results
spin multiplicity: 1
Kohn-Sham gap: 0.325 Ha
total charge: 0
energy above the lowest of the compared OMol25 structures with the same formula, charge and spin: 102.9 kcal/mol



The following is a DFT calculation (the ωB97M-V functional and the def2-TZVPD basis) of the molecule C3H5ClO.

Each line ends with the Löwdin charge.
Cartesian coordinates (Å):
C: 0.0503 1.1425 0.0677  -0.205
C: 0.8257 -0.1976 0.0374  -0.418
O: 2.0649 -0.6097 -0.2067  -0.008
C: -0.2364 -1.2101 0.0999  -0.399
Cl: -1.8698 -0.3535 -0.1211  0.572
H: 0.7931 2.0185 0.2327  0.102
H: -0.9394 1.4600 0.5113  0.037
H: -0.2678 1.2418 -1.0484  0.105
H: -0.1042 -1.7692 1.2013  0.186
H: -0.3164 -1.7227 -0.7741  0.028

Results
SMILES: CC(=O)CCl
spin multiplicity: 1
Kohn-Sham gap: 0.389 Ha
total charge: 0
energy above the lowest of the compared OMol25 structures with the same formula, charge and spin: 68.5 kcal/mol



The following is a DFT calculation (the ωB97M-V functional and the def2-TZVPD basis) of the molecule C3H5ClO.

Each line ends with the Löwdin charge.
Cartesian coordinates (Å):
C: -0.6393 1.2358 -0.0315  -0.021
C: -0.5405 -0.3249 -0.0717  -0.454
O: -1.5441 -1.0070 -0.1574  0.062
C: 0.7912 -1.0821 0.0488  -0.504
Cl: 2.2435 -0.0545 -0.1173  0.559
H: -1.6227 1.5166 -0.3384  0.073
H: 0.1249 1.6175 -0.6499  0.033
H: -0.4443 1.5645 0.9804  0.084
H: 0.7747 -1.8750 -0.6858  0.079
H: 0.8566 -1.5908 1.0228  0.088

Results
SMILES: CC(=O)CCl
spin multiplicity: 1
Kohn-Sham gap: 0.398 Ha
total charge: 0
energy above the lowest of the compared OMol25 structures with the same formula, charge and spin: 0.0 kcal/mol



The following is a DFT calculation (the ωB97M-V functional and the def2-TZVPD basis) of the molecule C3H5ClOS.

Each line ends with the Löwdin charge.
Cartesian coordinates (Å):
C: 1.0013 1.5651 -1.2346  -0.097
C: 1.5558 0.5366 -0.6022  -0.894
C: -0.2095 -1.2311 0.8510  -0.297
O: 1.7320 -2.4891 -0.3646  -0.539
S: 0.7339 -1.4930 -0.6670  0.853
Cl: 2.6328 0.6402 0.6268  0.702
H: 1.1876 2.6434 -0.8795  0.092
H: 0.5190 1.4448 -2.1623  0.032
H: -0.3627 -0.1415 1.0055  0.048
H: 0.2110 -1.5955 1.8277  0.082
H: -1.1603 -1.6708 0.7013  0.017

Results
spin multiplicity: 1
Kohn-Sham gap: 0.346 Ha
total charge: 0
energy above the lowest of the compared OMol25 structures with the same formula, charge and spin: 66.4 kcal/mol



The following is a DFT calculation (the ωB97M-V functional and the def2-TZVPD basis) of the ion C3H5ClP with charge +1.

Each line ends with the Löwdin charge.
Cartesian coordinates (Å):
C: -0.1411 1.5722 -0.7088  -0.081
C: -0.0278 1.4378 0.6022  -0.099
C: 0.5896 -1.4419 0.0355  -0.171
P: -0.5886 -0.0813 -0.1631  0.556
Cl: -2.5175 -0.3982 -0.0380  0.464
H: -0.0684 2.1734 -1.5182  0.059
H: 0.2958 1.8886 1.4539  0.067
H: 0.2473 -2.0690 0.8079  0.043
H: 1.3971 -0.9247 0.4114  0.025
H: 0.8135 -2.1569 -0.8826  0.136

Results
spin multiplicity: 1
Kohn-Sham gap: 0.418 Ha
total charge: +1
energy above the lowest of the compared OMol25 structures with the same formula, charge and spin: 0.0 kcal/mol



The following is a DFT calculation (the ωB97M-V functional and the def2-TZVPD basis) of a cluster of 2 separate species, C3H5ClS in total.

Each line ends with the Löwdin charge.
Cartesian coordinates (Å):
C: -1.3261 -0.1838 -0.5063  -0.035
C: -0.0779 -0.6246 -0.4717  -0.394
C: 1.1129 0.0360 -0.0328  -1.155
S: 1.0288 1.7541 -0.0628  0.718
Cl: 2.5853 -0.9226 0.1998  0.573
H: -2.1407 -0.7699 -0.9252  0.058
H: -1.7033 0.8065 -0.1144  0.064
H: 0.2537 -1.6234 -0.7628  0.089
H: 0.3672 -0.4450 1.9231  0.158
H: -0.0999 1.9726 0.7530  -0.077

Results
spin multiplicity: 1
Kohn-Sham gap (alpha / beta): 0.273 / 0.313 Ha
total charge: 0
energy above the lowest of the compared OMol25 structures with the same formula, charge and spin: 101.1 kcal/mol



The following is a DFT calculation (the ωB97M-V functional and the def2-TZVPD basis) of the molecule C3H5ClS.

Each line ends with the Löwdin charge.
Cartesian coordinates (Å):
C: -1.4926 -1.1013 -0.8165  -0.402
C: 0.4506 0.1933 0.0836  -0.569
C: 1.5223 1.0998 0.1644  -0.556
S: 0.0343 -0.7217 -1.2218  1.018
Cl: 1.2200 2.9059 -0.5118  0.347
H: -1.8729 -0.7741 0.1372  0.012
H: -2.0184 -2.0385 -1.0865  0.023
H: -0.1471 0.2749 0.9098  0.041
H: 2.3014 0.7901 -0.5006  0.047
H: 2.0087 1.2462 1.0594  0.040

Results
spin multiplicity: 1
Kohn-Sham gap (alpha / beta): 0.276 / 0.270 Ha
total charge: 0
energy above the lowest of the compared OMol25 structures with the same formula, charge and spin: 55.0 kcal/mol



The following is a DFT calculation (the ωB97M-V functional and the def2-TZVPD basis) of the molecule C3H5ClS2.

Each line ends with the Löwdin charge.
Cartesian coordinates (Å):
C: 2.5714 -0.7889 -0.2817  -0.357
S: 0.8595 -1.2011 0.2194  0.880
C: 0.1235 0.3327 0.2641  -1.225
S: 0.8334 1.7181 -0.1580  0.736
C: -1.3149 0.4741 0.6490  -0.742
Cl: -2.4099 -0.4596 -0.3500  0.580
H: 3.1754 -1.4004 0.3240  0.013
H: 2.6627 0.2939 -0.1430  -0.033
H: 2.7336 -1.1841 -1.2435  0.023
H: -1.4062 0.2225 1.7381  0.101
H: -1.5619 1.5007 0.5031  0.023

Results
SMILES: CSC(=S)CCl
spin multiplicity: 1
Kohn-Sham gap: 0.314 Ha
total charge: 0
energy above the lowest of the compared OMol25 structures with the same formula, charge and spin: 8.0 kcal/mol



The following is a DFT calculation (the ωB97M-V functional and the def2-TZVPD basis) of a structure of composition C3H5CoO3.

Each line ends with the Mulliken spin population.
Cartesian coordinates (Å):
H: 1.0514 -0.8321 -1.3772  -0.002
C: 0.8539 -0.4476 -0.3707  -0.008
C: 0.0611 -1.3837 0.5404  0.006
O: -1.1292 -0.5647 0.4628  0.003
C: -0.4944 0.4437 -0.3094  0.048
O: -1.0518 0.8190 -1.4267  0.028
Co: -0.5957 2.6912 -1.2136  3.968
O: -0.3014 1.6350 0.4819  -0.061
H: 1.7706 -0.0567 0.0851  -0.001
H: 0.4263 -1.4511 1.5740  0.000
H: -0.1415 -2.3813 0.1272  0.001
H: -0.4493 1.5284 1.4261  0.019

Results
spin multiplicity: 5
Kohn-Sham gap (alpha / beta): 0.281 / 0.356 Ha
total charge: 0
energy above the lowest of the compared OMol25 structures with the same formula, charge and spin: 4.1 kcal/mol



no.,E_tot (a.u.)
1,-741.47928
2,-796.39115
3,-652.62411
4,-652.73330
5,-1050.81981
6,-918.51855
7,-975.49559
8,-975.56913
9,-1373.84780
10,-1725.67616